No. 1
Computed, not measured: a molecular structure, C7H20ClMnOPdSi, with wB97M-V/def2-TZVPD.

As for the spin multiplicity: 7. The calculation puts the frontier orbital gap (alpha / beta) at 4.17 / 4.15 eV. The expectation value of S² is 12.02. Its total charge is -2. The calculation puts the total energy at -64828.708 eV.

```
32
Properties=species:S:1:pos:R:3:forces:R:3:mulliken_charge:R:1
Mn 0.028 -0.487 -0.156 0.28 0.75 -0.02 0.423
Cl 0.144 1.309 -1.664 -0.20 1.18 1.53 -0.498
C -1.869 -1.198 -0.046 -0.57 -0.27 -0.30 -1.043
H -2.074 -1.960 0.711 -0.20 -0.01 -0.12 0.315
H -2.172 -1.497 -1.058 -0.36 -0.04 0.32 0.349
H -2.347 -0.234 0.234 -0.01 -0.52 -0.15 0.085
Pd 0.512 0.461 -3.874 -0.21 1.36 -0.19 0.023
C -1.441 0.691 -4.356 -1.43 -1.34 -0.56 -0.961
C 2.361 1.270 -3.772 1.98 -0.84 -0.18 -0.992
C 0.869 -1.317 -4.403 0.29 -0.86 -1.16 -0.835
H 2.843 0.686 -2.976 0.53 0.41 0.03 0.155
H 2.888 1.110 -4.729 0.20 0.21 0.29 0.215
H 2.317 2.344 -3.517 -0.08 -0.34 0.00 0.276
H -1.950 -0.047 -3.718 -0.58 0.29 -0.21 0.111
H -1.785 1.721 -4.144 0.16 -0.33 0.02 0.273
H -1.572 0.432 -5.423 -0.35 0.14 0.26 0.219
H 0.040 -1.981 -4.771 0.89 0.22 0.23 0.221
H 1.927 -1.693 -4.460 -0.90 -0.06 -0.08 0.221
C 1.582 -0.834 4.204 -0.04 -0.03 0.01 -1.019
Si 0.129 0.045 3.317 0.43 -0.15 0.12 0.018
C -1.422 -0.834 3.950 -0.13 -0.04 0.00 -1.021
C 0.079 1.769 4.148 -0.06 0.11 -0.08 -0.995
O 0.306 -0.011 1.735 0.40 0.30 0.81 -0.066
H 1.472 -0.797 5.301 0.02 -0.01 -0.25 0.299
H 2.548 -0.372 3.941 -0.28 -0.17 0.04 0.265
H 1.606 -1.895 3.902 0.08 0.29 0.07 0.252
H -1.448 -0.857 5.049 0.03 0.03 -0.13 0.341
H -2.334 -0.332 3.601 0.15 -0.14 0.00 0.278
H -1.439 -1.871 3.590 -0.06 0.19 0.01 0.257
H 0.960 2.379 3.895 -0.24 -0.15 -0.03 0.278
H -0.824 2.331 3.863 0.25 -0.09 -0.02 0.282
H 0.060 1.668 5.247 0.00 -0.09 -0.27 0.274
```
Positions in Å, forces in eV/Å.

---

No. 2
Computed, not measured: a molecular structure, C28H48F6O3SbTi, with wB97M-V/def2-TZVPD.

The value obtained for the energy above the lowest of the compared OMol25 structures with the same formula, charge and spin is 30.8 kJ/mol. As for the spin multiplicity: 3. The calculation puts the frontier orbital gap (alpha / beta) at 5.48 / 7.71 eV. The expectation value of S² is 2.00. Its total charge is -1. The calculation puts the total energy at -81920.098 eV.

```
87
Properties=species:S:1:pos:R:3:forces:R:3:mulliken_charge:R:1
Ti 0.638 -0.467 -0.413 0.19 0.60 0.27 1.395
C -0.401 -1.584 1.417 0.03 -0.02 0.07 -0.103
C 0.556 -2.461 0.818 0.07 -0.04 0.23 0.121
C 1.850 -1.844 1.028 -0.01 -0.04 0.20 -0.236
C 1.606 -0.649 1.767 0.14 -0.14 0.17 -0.447
C 0.242 -0.484 2.025 -0.01 -0.25 0.12 -0.168
C -0.367 0.446 3.055 0.01 0.15 -0.15 2.499
C 0.589 1.598 3.370 0.01 0.04 0.00 -2.099
C -0.610 -0.366 4.336 0.03 -0.02 0.03 -1.867
C -1.696 1.033 2.583 -0.08 0.00 0.00 -1.184
C 3.303 -2.284 0.817 -0.08 -0.04 -0.08 2.517
C 4.190 -1.043 0.608 0.05 0.06 0.03 -2.286
C 3.529 -3.184 -0.398 0.03 -0.02 -0.10 -2.030
C 3.801 -3.007 2.079 0.04 -0.02 0.02 -1.737
C 0.147 -3.867 0.357 0.00 0.07 -0.07 2.396
C -1.367 -4.056 0.534 -0.03 -0.03 0.03 -2.216
C 0.823 -4.916 1.253 0.03 -0.05 0.03 -1.703
C 0.427 -4.177 -1.123 -0.03 -0.04 -0.04 -1.851
H -1.463 -1.767 1.470 0.00 0.02 -0.08 0.616
H 2.375 0.027 2.106 0.01 0.06 -0.11 0.238
H 1.502 1.237 3.850 0.00 0.00 0.00 0.370
H 0.112 2.308 4.052 0.00 -0.01 0.01 0.477
H 0.872 2.131 2.460 -0.01 -0.02 -0.01 0.233
H 0.310 -0.862 4.653 0.00 0.02 0.01 0.360
H -1.365 -1.137 4.172 0.00 0.00 -0.03 0.323
H -0.953 0.286 5.146 0.00 0.00 0.00 0.458
H -1.528 1.780 1.807 0.04 -0.03 0.01 -0.216
H -2.224 1.512 3.414 0.02 0.00 0.00 0.560
H -2.349 0.264 2.165 0.00 -0.01 0.03 0.146
H 3.740 -0.351 -0.103 -0.03 -0.04 -0.05 0.343
H 5.171 -1.344 0.230 0.00 -0.02 0.04 0.529
H 4.353 -0.498 1.540 -0.02 0.00 0.01 0.319
H 3.184 -2.700 -1.314 0.00 0.04 0.03 0.236
H 3.029 -4.146 -0.310 0.01 0.02 0.02 0.286
H 4.600 -3.383 -0.503 0.00 -0.01 0.01 0.573
H 3.676 -2.366 2.954 0.00 0.01 -0.01 0.270
H 4.864 -3.255 1.982 0.00 0.00 0.00 0.475
H 3.251 -3.930 2.262 0.00 0.01 -0.01 0.221
H -1.662 -4.005 1.584 0.00 0.00 0.00 0.343
H -1.648 -5.041 0.151 0.00 0.00 0.01 0.481
H -1.925 -3.304 -0.026 0.02 0.00 -0.02 0.287
H 0.693 -4.661 2.307 -0.03 0.01 -0.01 0.260
H 1.892 -5.002 1.063 -0.03 0.02 -0.02 0.232
H 0.378 -5.901 1.077 0.01 0.00 -0.01 0.518
H -0.355 -3.741 -1.745 0.01 0.00 0.02 0.260
H 0.410 -5.260 -1.283 -0.01 0.00 0.00 0.543
H 1.374 -3.789 -1.478 -0.01 -0.01 0.02 0.143
C -3.553 4.033 1.028 0.05 0.06 0.05 -1.133
C -3.981 2.846 0.173 -0.17 0.11 0.00 -0.802
Sb -2.369 1.977 -0.975 0.15 -0.13 0.02 0.171
C -3.654 0.475 -1.845 -0.03 -0.12 -0.02 -0.630
C -5.009 0.818 -2.451 -0.11 0.05 -0.04 -1.281
C -2.353 3.581 -2.419 -0.01 0.17 -0.10 -0.491
C -3.388 3.585 -3.535 -0.08 -0.01 -0.06 -1.352
H -4.396 4.484 1.561 -0.01 -0.03 -0.01 0.361
H -3.101 4.823 0.423 0.00 -0.01 -0.02 0.274
H -2.813 3.743 1.776 0.00 -0.01 -0.01 0.239
H -4.755 3.148 -0.538 -0.01 0.01 0.05 0.530
H -4.410 2.055 0.793 0.02 -0.01 0.01 0.418
H -3.793 -0.192 -0.987 0.02 -0.02 -0.02 0.335
H -3.036 -0.095 -2.537 0.01 0.00 -0.03 0.393
H -5.595 1.498 -1.828 0.04 -0.02 0.02 0.255
H -5.611 -0.087 -2.582 0.01 0.00 -0.01 0.396
H -4.914 1.283 -3.432 0.02 -0.01 0.04 0.275
H -1.346 3.613 -2.830 0.00 -0.02 -0.01 0.183
H -2.458 4.483 -1.807 0.02 0.00 0.00 0.397
H -3.286 2.707 -4.177 0.02 0.01 0.01 0.310
H -3.281 4.467 -4.175 0.02 0.00 0.01 0.386
H -4.410 3.587 -3.150 0.03 0.00 0.02 0.290
O 1.225 -1.243 -2.407 0.20 0.06 -0.13 -0.461
C 0.015 -1.392 -2.661 -0.13 -0.08 -0.33 -0.282
O -0.891 -1.162 -1.812 -0.11 0.18 -0.08 -0.267
H -0.286 -1.739 -3.665 0.00 -0.02 0.00 0.221
C 3.780 2.129 -1.509 0.10 0.07 -0.12 -2.218
C 2.252 2.278 -1.453 0.08 -0.03 -0.07 1.410
O 1.661 1.317 -0.733 -0.25 -0.30 0.14 -0.209
C 1.698 2.274 -2.921 -0.08 -0.10 -0.05 0.255
F 0.405 1.907 -2.960 0.11 0.10 -0.03 -0.063
F 1.774 3.470 -3.562 0.06 -0.14 0.14 -0.338
F 2.368 1.393 -3.688 -0.08 0.13 0.08 -0.335
C 1.944 3.647 -0.777 -0.07 -0.01 -0.02 0.284
F 2.559 4.708 -1.350 -0.02 -0.07 -0.02 -0.326
F 0.627 3.923 -0.761 0.05 0.02 -0.05 -0.111
F 2.358 3.632 0.504 -0.07 -0.05 -0.05 -0.270
H 4.020 1.153 -1.925 -0.06 -0.02 0.03 0.469
H 4.163 2.181 -0.491 -0.01 0.00 0.02 0.422
H 4.266 2.896 -2.116 -0.06 0.02 0.01 0.411
```
Positions in Å, forces in eV/Å.

---

No. 3
Computed, not measured: 2 unconnected molecules or ions with the total composition C4H12NO2, with wB97M-V/def2-TZVPD.

The value obtained for the energy above the lowest of the compared OMol25 structures with the same formula, charge and spin is 65.8 kJ/mol. The calculation puts the frontier orbital gap at 7.04 eV. Its total charge is -1. The calculation puts the total energy at -9927.542 eV.

```
19
Properties=species:S:1:pos:R:3:forces:R:3:mulliken_charge:R:1
C -0.456 -1.652 0.651 -0.75 -0.06 -0.09 -1.556
C 0.500 -0.688 -0.016 0.44 1.09 -0.37 0.728
C 1.753 -0.498 0.839 0.07 0.21 -0.88 -1.509
N -0.112 0.618 -0.377 -1.32 0.69 0.86 -0.640
C -1.364 1.027 0.601 0.73 0.14 -1.58 -0.646
O -1.083 1.012 1.854 0.03 -0.19 0.92 -0.808
H -0.855 -1.236 1.573 0.01 0.22 0.03 0.354
H 0.002 -2.606 0.894 0.37 -0.18 -0.15 0.428
H -1.296 -1.857 -0.015 -0.08 -0.03 0.01 0.332
H 0.771 -1.070 -1.007 0.33 -0.58 0.22 0.168
H 1.539 0.147 1.666 -0.42 0.18 0.74 0.333
H 2.525 0.028 0.270 0.11 -0.20 -0.12 0.349
H 2.125 -1.453 1.180 0.32 -0.30 0.17 0.429
H 0.446 1.422 -0.099 0.75 -0.57 0.09 0.271
H -2.139 0.373 0.169 -0.46 -0.54 0.32 0.284
H -1.594 2.020 0.157 -0.02 0.29 -0.10 0.359
H 0.235 1.569 -3.398 -0.21 0.01 0.10 0.291
H -0.388 1.248 -2.009 -0.32 -0.20 -0.20 0.572
O -0.610 1.595 -2.932 0.41 0.00 0.04 -0.740
```
Positions in Å, forces in eV/Å.

---

No. 4
Computed, not measured: 2 unconnected molecules or ions with the total composition C5H7NO, with wB97M-V/def2-TZVPD.

The value obtained for the energy above the lowest of the compared OMol25 structures with the same formula, charge and spin is 844.6 kJ/mol. The calculation puts the frontier orbital gap at 8.72 eV. Its total charge is 0. The calculation puts the total energy at -8827.449 eV.

```
14
Properties=species:S:1:pos:R:3:forces:R:3:mulliken_charge:R:1
O 0.421 2.851 1.092 -0.20 -0.02 0.17 -0.501
C 0.223 2.107 -0.090 0.01 -0.25 -0.32 -0.435
C 0.081 0.643 0.109 0.07 -0.08 0.13 -0.203
C 0.168 -0.279 0.998 -0.05 0.15 -0.32 -0.110
C -0.499 -1.522 0.991 -0.33 0.24 0.02 0.269
C -0.002 -1.794 -0.402 0.20 -0.23 -0.11 -0.460
N -0.071 -2.876 0.540 0.23 -0.19 0.04 -0.469
H -0.258 2.571 1.718 0.14 0.11 0.00 0.311
H -0.662 2.450 -0.651 0.13 -0.02 0.12 0.246
H 1.090 2.304 -0.730 -0.11 -0.04 0.08 0.276
H -1.566 -1.502 1.185 0.15 0.04 0.00 0.239
H 1.032 -1.589 -0.677 -0.19 0.03 0.04 0.247
H -0.406 -0.427 -0.904 0.02 0.23 0.15 0.303
H 0.861 -3.161 0.839 -0.07 0.04 -0.01 0.287
```
Positions in Å, forces in eV/Å.

---

No. 5
Computed, not measured: a molecular structure, C22H38GeN4RuSSi3, with wB97M-V/def2-TZVPD.

As for the spin multiplicity: 6. The calculation puts the frontier orbital gap (alpha / beta) at 5.69 / 5.05 eV. The expectation value of S² is 8.81. Its total charge is +3. The calculation puts the total energy at -122930.182 eV.

```
70
Properties=species:S:1:pos:R:3:forces:R:3:mulliken_charge:R:1
Ru 1.360 -0.630 -0.393 -0.01 -0.20 -0.69 -0.439
N -0.722 1.664 -3.579 0.44 0.20 0.33 -0.308
C -0.085 1.149 -2.516 -0.34 -1.65 -0.72 0.277
S 0.163 -0.640 -2.514 0.29 0.32 0.41 -0.376
N 0.321 1.858 -1.528 0.50 1.47 0.80 -0.784
N 0.899 1.293 -0.486 -1.24 -1.35 -1.44 1.269
C 1.641 2.134 0.341 0.90 1.49 1.16 -0.606
C 1.401 3.554 0.353 0.03 -0.34 -0.05 1.042
C 2.484 4.450 0.478 -0.04 0.02 -0.04 -0.637
C 2.279 5.809 0.431 0.07 0.04 0.09 -0.914
C 0.995 6.324 0.286 0.08 -0.21 -0.10 -0.460
C -0.082 5.455 0.127 -0.09 -0.02 0.14 -0.931
C 0.110 4.093 0.158 -0.10 0.13 0.06 0.108
C 2.705 1.473 1.010 0.07 0.25 0.02 0.230
C 3.504 2.014 2.043 -0.27 -0.06 -0.19 -0.809
C 4.614 1.330 2.477 0.03 -0.19 -0.14 -0.590
C 4.943 0.098 1.899 -0.27 0.15 -0.11 -0.919
C 4.069 -0.434 0.972 0.74 -0.33 0.26 -0.286
N 2.968 0.198 0.572 -0.43 -0.04 -0.15 -0.058
H -0.774 1.123 -4.429 -0.12 -0.02 0.02 0.272
H -0.678 2.670 -3.695 -0.11 0.03 -0.01 0.290
H 3.488 4.060 0.529 0.12 0.03 0.00 0.694
H 3.123 6.476 0.488 0.12 0.11 0.04 0.442
H 0.836 7.388 0.272 -0.01 0.17 -0.02 0.450
H -1.073 5.863 0.000 -0.12 -0.01 -0.01 0.449
H -0.744 3.438 0.061 0.00 -0.03 0.01 0.458
H 3.222 2.953 2.488 0.02 0.12 0.03 0.735
H 5.242 1.744 3.249 0.04 0.09 0.13 0.521
H 5.837 -0.435 2.181 0.04 -0.07 -0.02 0.483
H 4.282 -1.392 0.510 -0.13 0.02 0.10 0.516
C -0.465 -3.926 1.743 0.21 0.72 -0.40 -1.137
Si 0.575 -2.427 1.202 -0.06 -0.72 0.20 0.782
C 0.989 -1.301 2.705 -0.17 -0.26 -0.79 -0.986
C 2.039 -3.078 0.090 -0.57 0.78 0.56 -1.113
Ge -1.231 -1.321 -0.645 0.32 -0.21 0.65 0.521
Si -2.912 0.484 0.932 -0.27 0.04 0.07 0.323
C -3.587 1.493 -0.525 0.28 -0.53 0.52 -0.990
C -1.677 1.308 2.121 -0.37 -0.53 -0.54 -0.652
C -3.995 -0.863 1.704 0.54 0.42 -0.52 -0.986
Si -1.938 -3.343 -2.574 -0.36 -0.07 0.16 0.347
C -0.199 -3.942 -3.062 -0.75 0.34 0.11 -0.767
C -2.927 -4.446 -1.389 0.48 0.52 -0.45 -0.915
C -2.874 -2.167 -3.735 0.38 -0.43 0.53 -0.858
H -0.011 -4.352 2.633 0.18 0.00 0.22 0.448
H -0.491 -4.710 0.992 0.03 -0.03 -0.19 0.313
H -1.487 -3.661 1.998 -0.16 0.07 0.08 0.354
H 1.946 -1.592 3.125 0.26 -0.12 0.01 0.445
H 0.241 -1.459 3.475 -0.24 -0.08 0.10 0.450
H 1.031 -0.231 2.491 0.00 -0.05 -0.02 0.135
H 2.907 -3.296 0.707 0.16 0.26 0.04 0.521
H 2.369 -2.381 -0.732 0.30 -0.44 0.03 0.373
H 1.758 -4.015 -0.389 -0.26 0.20 -0.20 0.481
H -2.804 1.864 -1.184 0.14 0.01 0.05 0.266
H -4.136 2.358 -0.156 -0.04 0.13 0.22 0.451
H -4.288 0.912 -1.122 0.00 -0.16 0.02 0.376
H -0.680 1.407 1.694 0.02 0.04 -0.08 -0.147
H -1.598 0.752 3.054 -0.05 -0.16 -0.03 0.459
H -2.019 2.309 2.382 -0.17 0.16 -0.13 0.465
H -4.505 -1.474 0.963 -0.04 0.02 -0.17 0.342
H -4.768 -0.393 2.310 -0.11 0.25 0.11 0.418
H -3.437 -1.522 2.366 0.17 0.03 0.06 0.312
H -0.079 -5.009 -2.890 -0.15 -0.14 0.18 0.405
H 0.584 -3.423 -2.510 0.06 0.01 0.07 0.015
H -0.019 -3.767 -4.120 -0.05 0.15 -0.15 0.382
H -2.286 -5.014 -0.717 0.16 0.02 -0.03 0.303
H -3.492 -5.171 -1.972 -0.10 -0.12 -0.22 0.428
H -3.645 -3.893 -0.788 -0.06 0.15 -0.06 0.313
H -2.236 -1.368 -4.107 0.12 -0.05 0.04 0.236
H -3.741 -1.718 -3.250 -0.02 -0.09 0.12 0.337
H -3.239 -2.706 -4.608 -0.03 -0.25 -0.09 0.428
```
Positions in Å, forces in eV/Å.

---

No. 6
Computed, not measured: a single C15H20O molecule, with wB97M-V/def2-TZVPD.

The value obtained for the energy above the lowest of the compared OMol25 structures with the same formula, charge and spin is 0.0 kJ/mol. Its SMILES is O=C\C=C/C=C\C=C/C=C\C1CCCCC1. The calculation puts the frontier orbital gap at 7.21 eV. Its total charge is 0. The calculation puts the total energy at -17924.278 eV.

```
36
Properties=species:S:1:pos:R:3:forces:R:3:mulliken_charge:R:1
O 2.682 6.977 4.318 -0.86 -0.97 -2.02 -0.509
C 2.320 6.172 3.432 1.40 1.04 3.58 -0.192
C 1.335 5.168 3.802 -1.20 -1.91 -1.16 -0.316
C 1.065 4.006 3.109 0.34 0.99 -0.05 0.016
C 1.703 3.643 1.840 -0.22 -0.44 -1.60 -0.233
C 1.315 2.660 0.952 0.02 0.58 2.20 -0.272
C 0.372 1.602 1.331 -0.24 -1.59 -1.34 -0.397
C -0.077 0.617 0.473 1.12 1.84 1.38 -0.253
C 0.099 0.688 -0.952 -1.33 -2.70 -1.81 -0.351
C -0.230 -0.338 -1.831 1.33 2.15 1.58 -0.898
C -0.462 -1.779 -1.443 -0.28 0.27 -1.28 0.622
C -0.047 -2.664 -2.645 -0.27 -0.50 0.09 -1.269
C -0.251 -4.200 -2.342 0.29 1.09 -1.21 -0.668
C -1.595 -4.522 -1.725 -1.20 1.09 -0.15 -0.602
C -2.017 -3.539 -0.597 0.14 -0.74 0.31 -0.659
C -1.915 -2.073 -1.023 0.56 -0.52 0.78 -0.511
H 2.926 6.116 2.544 -0.13 -0.02 -0.91 0.361
H 0.773 5.368 4.713 0.25 0.06 -0.13 0.337
H 0.273 3.320 3.449 0.48 0.48 0.10 0.206
H 2.505 4.273 1.443 -0.25 -0.01 0.45 0.200
H 1.864 2.588 0.010 -0.35 0.00 0.26 0.350
H 0.108 1.416 2.371 0.22 0.50 -0.06 0.313
H -0.584 -0.209 0.947 -0.21 -0.20 -0.26 0.268
H 0.385 1.614 -1.403 0.09 0.55 -0.04 0.421
H -0.127 -0.044 -2.883 -0.20 -0.53 0.21 0.297
H 0.221 -2.031 -0.632 -0.14 0.04 0.36 0.437
H -0.691 -2.402 -3.494 0.07 0.08 0.03 0.389
H 1.000 -2.389 -2.943 -0.82 -0.58 0.27 0.414
H 0.537 -4.465 -1.659 0.47 -0.50 0.22 0.364
H -0.167 -4.768 -3.304 0.30 0.35 0.88 0.312
H -1.608 -5.549 -1.358 -0.08 -0.02 -0.05 0.325
H -2.399 -4.414 -2.501 0.67 -0.32 0.42 0.281
H -3.061 -3.751 -0.348 0.06 -0.07 0.11 0.338
H -1.429 -3.752 0.332 -0.26 0.35 -0.65 0.324
H -2.178 -1.437 -0.163 -0.06 -0.07 -0.36 0.234
H -2.648 -1.901 -1.817 0.27 0.24 -0.13 0.323
```
Positions in Å, forces in eV/Å.

---

The highest total charge belongs to which entry? C22H38GeN4RuSSi3

---

What is the total energy in the fourth record? -8827.449 eV

---

The highest total energy belongs to which entry? C5H7NO